# 1
Below is a single C22H34N2O4 molecule, with properties calculated with ωB97M-V with the def2-TZVPD basis set.

Geometry as XYZ:
```
62
Properties=species:S:1:pos:R:3
C 3.263 -1.074 -2.749
C 2.116 -0.075 -2.721
O 1.623 -0.028 -1.399
C 0.574 0.818 -1.114
C -0.063 1.633 -2.028
C -1.137 2.460 -1.676
N -1.676 3.250 -2.687
C -2.100 2.642 -3.931
C -3.627 2.475 -3.947
O -4.279 3.710 -3.766
C -3.908 4.293 -2.533
C -2.389 4.485 -2.449
C -1.554 2.466 -0.330
O -2.609 3.278 0.006
C -3.149 3.237 1.312
C -4.007 2.001 1.565
C -0.894 1.666 0.592
C 0.152 0.837 0.223
N 0.830 0.010 1.125
C 0.562 -0.240 2.431
O -0.353 0.255 3.058
C 1.531 -1.242 3.038
C 1.202 -2.661 2.563
C 2.143 -3.705 3.163
C 3.601 -3.530 2.705
C 4.149 -4.951 2.618
C 2.976 -5.724 2.026
C 1.757 -5.145 2.750
H 3.669 -1.141 -3.754
H 2.911 -2.055 -2.441
H 4.049 -0.757 -2.068
H 2.469 0.919 -3.028
H 1.320 -0.393 -3.409
H 0.274 1.661 -3.051
H -1.632 1.667 -4.060
H -1.806 3.298 -4.760
H -3.965 2.089 -4.911
H -3.920 1.775 -3.149
H -4.423 5.254 -2.485
H -4.240 3.655 -1.703
H -2.112 4.895 -1.481
H -2.084 5.188 -3.236
H -3.771 4.136 1.364
H -2.358 3.321 2.065
H -3.407 1.096 1.526
H -4.465 2.074 2.548
H -4.791 1.933 0.815
H -1.188 1.650 1.626
H 1.604 -0.478 0.695
H 1.434 -1.191 4.123
H 2.554 -0.979 2.764
H 0.175 -2.894 2.854
H 1.259 -2.711 1.472
H 2.097 -3.618 4.252
H 4.177 -2.905 3.385
H 3.626 -3.074 1.713
H 5.050 -5.018 2.009
H 4.378 -5.327 3.616
H 2.909 -5.523 0.955
H 3.066 -6.800 2.164
H 1.529 -5.740 3.634
H 0.874 -5.151 2.112
```

E_LUMO, eV: 0.65
Kohn-Sham gap, eV: 7.60
Charge: 0

=====

# 2
Below is a molecular structure, C22H35As2MnN4O4, with properties calculated with ωB97M-V with the def2-TZVPD basis set.

Geometry as XYZ:
```
68
Properties=species:S:1:pos:R:3
Mn -0.149 0.178 0.293
C -0.876 3.867 2.436
C -0.405 2.442 2.379
O 0.034 1.962 1.320
N -0.465 1.745 3.513
C 0.111 0.413 3.671
C -0.841 -0.680 3.251
C -1.401 -1.510 4.211
C -2.326 -2.468 3.834
C -2.690 -2.544 2.501
C -2.084 -1.686 1.604
N -1.156 -0.791 1.953
H -0.581 4.379 1.525
H -0.461 4.387 3.299
H -1.964 3.889 2.515
H -0.855 2.198 4.324
H 0.362 0.287 4.722
H 1.033 0.380 3.096
H -1.108 -1.400 5.246
H -2.765 -3.129 4.569
H -3.426 -3.253 2.153
H -2.352 -1.692 0.556
C -0.333 -3.645 -0.698
As 0.163 -1.815 -1.075
C -0.594 -1.660 -2.861
C 2.047 -1.825 -1.508
C 2.761 -2.993 -1.741
C 4.103 -2.927 -2.087
C 4.731 -1.696 -2.206
C 4.022 -0.528 -1.969
C 2.680 -0.586 -1.612
As 1.657 1.011 -1.209
C 2.903 2.140 -0.256
C 1.639 1.882 -2.946
H 0.130 -3.983 0.223
H -0.029 -4.272 -1.535
H -1.418 -3.693 -0.611
H -1.671 -1.814 -2.816
H -0.147 -2.414 -3.507
H -0.391 -0.672 -3.271
H 2.283 -3.960 -1.640
H 4.660 -3.838 -2.258
H 5.778 -1.646 -2.474
H 4.528 0.427 -2.052
H 3.766 2.364 -0.881
H 3.211 1.624 0.649
H 2.395 3.067 0.006
H 2.663 1.909 -3.317
H 1.260 2.897 -2.853
H 1.022 1.329 -3.650
O 1.353 -2.437 1.427
N 2.000 -1.435 1.718
O 2.957 -1.424 2.456
O 1.626 -0.287 1.210
C -3.085 2.391 -0.204
C -2.408 1.449 -1.216
C -1.597 2.273 -2.212
C -3.484 0.632 -1.939
N -1.611 0.565 -0.412
H -3.783 3.042 -0.732
H -2.338 3.011 0.290
H -3.635 1.821 0.546
H -2.248 2.958 -2.756
H -1.108 1.624 -2.939
H -0.839 2.857 -1.689
H -4.135 1.297 -2.508
H -4.091 0.080 -1.221
H -3.033 -0.074 -2.636
```

2S+1: 2
E_LUMO (spin up / spin down), eV: -2.92 / -2.45
Kohn-Sham gap (spin up / spin down), eV: 8.05 / 9.26
Charge: +1

=====

# 3
Below is a gas-phase ion, C22H35BF9N3O6PS3 (charge +1) at a distorted geometry, with properties calculated with ωB97M-V with the def2-TZVPD basis set.

Geometry as XYZ:
```
80
Properties=species:S:1:pos:R:3
C -4.482 -4.111 5.869
C -3.663 -3.679 4.493
O -2.792 -4.565 3.970
O -3.948 -2.342 3.906
C -2.649 -1.646 3.646
C -2.751 -0.044 4.058
C -1.423 0.826 3.553
C -1.728 1.300 2.014
C -0.578 2.240 1.330
C -0.885 2.759 -0.187
C -0.800 1.669 -1.386
P -2.571 0.889 -1.438
S -3.685 1.538 -2.912
N -0.660 2.287 -2.795
B -0.754 3.753 -3.238
N -2.011 4.345 -3.921
O 0.345 4.754 -3.003
C -0.350 1.497 -3.911
C -0.172 1.906 -5.486
C -0.417 0.335 -6.293
C 1.045 -0.380 -6.899
O -0.122 0.312 -7.829
S -0.132 -0.176 -3.093
C 0.434 0.535 -1.398
C 0.267 -0.828 -0.518
C 0.989 -0.885 0.938
C 1.625 -2.395 1.277
F 0.560 -3.349 0.781
F 2.818 -2.700 0.437
C 1.786 -2.718 2.865
F 0.662 -2.252 3.729
F 1.750 -4.227 2.981
S 3.370 -2.183 3.683
F 2.480 -1.039 4.662
F 3.083 -3.350 4.954
F 4.347 -3.324 2.860
F 3.687 -0.913 2.588
F 4.769 -1.705 4.558
N 1.763 1.081 -1.799
C 2.540 1.798 -0.752
C 3.925 1.051 -0.185
O 2.314 3.014 -0.232
C 2.563 0.240 -2.742
C 3.134 -1.279 -2.524
O 2.914 0.833 -3.920
H -4.178 -3.435 6.789
H -4.415 -5.256 6.109
H -5.630 -3.880 5.636
H -1.830 -2.123 4.340
H -2.336 -1.817 2.530
H -2.768 0.039 5.244
H -3.736 0.478 3.640
H -0.446 0.182 3.637
H -1.266 1.805 4.204
H -2.792 1.811 1.933
H -1.805 0.314 1.346
H 0.511 1.812 1.358
H -0.537 3.228 2.003
H -1.996 3.190 -0.180
H -0.192 3.722 -0.323
H -3.348 1.158 -0.233
H -2.554 -0.560 -1.571
H -2.350 3.716 -4.681
H -1.812 5.312 -4.270
H 1.178 4.262 -3.273
H -1.060 2.504 -5.956
H 0.895 2.266 -5.797
H -1.285 -0.434 -5.815
H 0.742 -1.421 -6.456
H 1.817 0.382 -6.461
H 0.735 -1.710 -1.172
H -0.865 -1.167 -0.343
H 1.748 -0.030 1.178
H 0.112 -0.762 1.739
H 4.493 1.704 0.615
H 3.684 -0.045 0.180
H 4.701 0.915 -1.083
H 2.307 -2.130 -2.619
H 3.903 -1.520 -3.406
H 3.780 -1.385 -1.533
```

E_LUMO, eV: -4.87
Kohn-Sham gap, eV: 7.02
Charge: +1

=====

# 4
Below is a molecular structure, C22H35CoN2P2S, with properties calculated with ωB97M-V with the def2-TZVPD basis set.

Geometry as XYZ:
```
63
Properties=species:S:1:pos:R:3
Co -0.069 0.031 0.676
C -1.000 -1.033 3.275
C -2.109 -0.186 2.696
N -1.515 0.886 1.861
C -1.023 2.068 2.612
C 0.337 1.886 3.272
S 1.517 1.029 2.173
C 1.983 -0.442 3.142
C 1.286 -1.701 2.637
N -0.073 -1.380 2.169
H -1.407 -1.939 3.726
H -0.458 -0.511 4.057
H -2.747 0.229 3.480
H -2.729 -0.795 2.037
H -2.268 1.229 1.271
H -1.756 2.373 3.364
H -0.950 2.881 1.892
H 0.283 1.342 4.211
H 0.754 2.866 3.501
H 1.759 -0.221 4.184
H 3.064 -0.548 3.072
H 1.274 -2.463 3.422
H 1.832 -2.112 1.790
H -0.472 -2.206 1.731
C 3.152 0.027 -0.485
P 1.489 -0.665 -0.785
C 1.924 -2.398 -1.096
C 1.053 0.051 -2.394
C 1.492 -0.448 -3.614
C 1.192 0.236 -4.785
C 0.481 1.428 -4.742
C 0.051 1.939 -3.526
C 0.323 1.240 -2.356
P -0.152 1.793 -0.710
C -1.694 2.761 -0.790
C 1.016 3.150 -0.360
H 3.118 1.110 -0.400
H 3.791 -0.234 -1.329
H 3.593 -0.384 0.425
H 2.679 -2.415 -1.882
H 1.072 -2.993 -1.406
H 2.383 -2.836 -0.209
H 2.056 -1.369 -3.674
H 1.521 -0.162 -5.735
H 0.260 1.959 -5.658
H -0.503 2.869 -3.506
H -1.615 3.489 -1.598
H -1.792 3.338 0.132
H -2.589 2.172 -0.935
H 1.039 3.815 -1.224
H 2.023 2.774 -0.190
H 0.707 3.730 0.508
C -2.850 -3.055 -1.810
C -2.885 -1.708 -2.120
C -2.067 -0.804 -1.450
C -1.185 -1.195 -0.442
C -1.145 -2.572 -0.182
C -1.963 -3.485 -0.840
H -3.490 -3.759 -2.324
H -3.550 -1.344 -2.893
H -2.129 0.210 -1.782
H -0.429 -3.010 0.508
H -1.889 -4.536 -0.592
```

E_LUMO, eV: -5.68
Kohn-Sham gap, eV: 8.74
Charge: +2

=====

# 5
Below is 8 unconnected molecules or ions with the total composition C22H35F9O26S5 at a distorted geometry, with properties calculated with ωB97M-V with the def2-TZVPD basis set.

Geometry as XYZ:
```
97
Properties=species:S:1:pos:R:3
C -3.757 -17.883 1.812
C -4.396 -19.212 1.687
O -3.834 -19.650 0.424
C -4.503 -20.560 -0.336
O -5.572 -21.114 0.041
C -3.898 -20.942 -1.678
F -2.632 -20.661 -1.805
F -4.118 -22.282 -1.878
F -4.668 -20.215 -2.554
H -3.886 -17.264 0.925
H -2.687 -18.093 1.804
H -4.118 -17.212 2.591
H -5.452 -18.945 1.654
H -4.176 -19.787 2.586
C -9.806 -14.782 -8.327
C -9.094 -13.547 -8.884
O -8.599 -13.829 -10.218
C -9.267 -13.386 -11.310
O -10.195 -12.600 -11.333
C -8.678 -13.820 -12.689
F -8.357 -12.805 -13.408
F -7.595 -14.579 -12.497
F -9.630 -14.507 -13.335
H -10.594 -15.118 -9.000
H -10.392 -14.539 -7.440
H -9.203 -15.680 -8.198
H -8.230 -13.160 -8.343
H -9.726 -12.684 -8.674
C -11.685 -17.876 -2.500
C -10.264 -18.315 -2.103
O -9.317 -17.211 -2.350
C -9.173 -16.254 -1.467
O -9.500 -16.404 -0.287
C -8.345 -15.065 -2.018
F -7.422 -15.493 -2.885
F -9.084 -14.090 -2.599
F -7.753 -14.500 -0.954
H -12.509 -18.422 -2.041
H -11.799 -17.991 -3.578
H -11.917 -16.832 -2.285
H -9.979 -19.226 -2.629
H -10.316 -18.737 -1.100
O -20.651 -15.536 1.548
S -19.406 -16.281 1.754
O -19.478 -17.313 2.796
O -18.852 -16.841 0.281
C -18.182 -15.757 -0.405
C -17.438 -14.985 0.661
O -18.075 -15.288 1.931
H -17.555 -16.387 -1.034
H -18.829 -15.183 -1.069
H -17.564 -13.919 0.469
H -16.383 -15.258 0.684
O -10.952 -27.440 5.219
S -11.403 -26.830 3.954
O -12.777 -27.043 3.612
O -10.979 -25.215 3.972
C -10.671 -24.658 2.688
C -10.177 -25.822 1.888
O -10.455 -27.035 2.619
H -11.617 -24.203 2.394
H -9.845 -23.948 2.632
H -9.126 -25.772 1.603
H -10.761 -25.832 0.968
O -10.073 -24.711 -6.328
S -11.483 -24.389 -6.222
O -12.119 -24.245 -4.885
O -11.746 -23.129 -7.235
C -12.948 -23.243 -7.975
C -13.097 -24.784 -8.159
O -12.417 -25.413 -7.112
H -13.655 -22.857 -7.241
H -13.023 -22.659 -8.892
H -12.601 -25.014 -9.102
H -14.146 -25.037 -8.312
O -1.363 -14.367 -5.041
S -0.360 -15.204 -4.349
O -0.031 -16.502 -4.948
O 1.037 -14.329 -4.054
C 1.203 -14.124 -2.671
C -0.232 -14.314 -2.043
O -0.859 -15.311 -2.813
H 1.753 -14.941 -2.205
H 1.652 -13.149 -2.483
H -0.846 -13.415 -2.091
H -0.122 -14.611 -1.000
O -11.100 -19.877 5.618
S -12.406 -19.176 5.581
O -12.463 -17.859 6.189
O -13.149 -19.166 4.094
C -14.497 -19.371 4.230
C -14.717 -20.421 5.322
O -13.592 -20.161 6.205
H -15.013 -18.518 4.673
H -14.959 -19.585 3.266
H -14.621 -21.445 4.963
H -15.686 -20.250 5.792
```

E_LUMO, eV: -0.20
Kohn-Sham gap, eV: 10.95
Charge: 0

=====

# 6
Below is a molecular structure, C22H35LaO3 at a distorted geometry, with properties calculated with ωB97M-V with the def2-TZVPD basis set.

Geometry as XYZ:
```
61
Properties=species:S:1:pos:R:3
O 0.126 2.948 -3.742
C 0.655 4.043 -4.519
C -0.610 4.887 -4.228
H 0.739 3.698 -5.560
H 1.623 4.395 -4.160
C -1.240 3.494 -3.765
H -0.997 5.321 -5.154
H -0.443 5.629 -3.415
C -2.048 2.854 -4.905
H -1.579 3.064 -5.880
H -3.083 3.229 -4.964
H -2.099 1.747 -4.820
C -1.862 3.314 -2.372
H -1.453 4.035 -1.637
H -1.610 2.295 -2.023
H -2.963 3.315 -2.333
La 0.471 -1.772 -2.129
C 1.422 0.528 0.473
C 2.508 -0.361 0.307
C 3.114 -0.129 -0.955
H 2.921 -0.959 1.104
C 2.449 0.999 -1.535
C 1.390 1.380 -0.654
H 0.731 2.237 -0.755
H 0.792 0.570 1.357
H 3.993 -0.677 -1.304
H 2.765 1.562 -2.414
C -1.187 -1.612 0.527
C -1.647 -0.392 -0.019
C -2.359 -0.669 -1.211
H -1.553 0.583 0.440
C -2.353 -2.076 -1.421
C -1.630 -2.657 -0.341
H -1.587 -3.726 -0.150
H -0.646 -1.726 1.475
H -2.904 0.060 -1.810
H -2.926 -2.635 -2.170
O 0.673 -2.071 -4.392
C 0.029 -2.204 -5.749
C 0.871 -3.122 -6.599
H -0.117 -1.202 -6.113
H -0.936 -2.643 -5.492
C 1.591 -3.989 -5.558
H 1.554 -2.628 -7.306
H 0.220 -3.739 -7.203
C 1.321 -3.357 -4.168
H 2.663 -4.039 -5.751
H 1.241 -5.025 -5.583
H 2.216 -3.225 -3.519
H 0.539 -3.967 -3.645
C 2.135 -2.968 1.831
C 1.534 -3.644 0.644
C 0.398 -4.570 1.012
O 1.245 -2.795 -0.480
H 1.585 -2.092 2.172
H 3.155 -2.729 1.553
H 2.182 -3.629 2.694
H 2.291 -4.302 0.207
H -0.446 -4.134 1.564
H 0.009 -5.146 0.163
H 0.830 -5.280 1.722
```

E_LUMO, eV: -0.47
Kohn-Sham gap, eV: 5.42
Charge: 0